DFT (ωB97M-V with the def2-TZVPD basis set) results for 8 unconnected molecules or ions with the total composition C22H58FNO7S8Si.

```
98
Properties=species:S:1:pos:R:3:forces:R:3:mulliken_charge:R:1
C -2.495 -2.371 5.226 -0.3 0.4 0.6 0.287
C -1.995 -1.306 5.491 0.2 0.3 0.2 -0.815
Si -1.335 0.291 6.179 0.4 -0.4 -0.3 0.412
F -2.351 1.456 5.691 0.2 -0.2 0.3 -0.301
C -1.294 0.110 8.062 0.6 0.6 -0.7 -0.767
C -0.021 0.689 8.753 -0.5 -0.2 0.8 -0.445
C 0.928 -0.404 9.300 -0.6 0.3 -0.8 -0.880
N 1.788 -1.031 8.304 0.2 -0.1 0.5 -0.584
C 0.344 0.714 5.455 -0.4 0.0 -0.6 -0.543
C 0.399 0.781 3.890 0.7 0.0 0.7 -0.998
C 0.919 -0.518 3.241 -0.7 -0.2 -0.5 -0.007
S -0.413 -1.284 2.230 -0.4 0.1 -0.4 -0.188
H -3.102 -3.242 5.204 0.2 -0.3 -0.4 0.428
H -2.163 0.641 8.459 -0.1 -0.4 0.0 0.351
H -1.360 -0.963 8.266 -0.3 0.1 0.1 0.388
H -0.371 1.243 9.634 0.1 0.0 -0.1 0.394
H 0.511 1.426 8.145 0.1 -0.2 -0.1 0.295
H 1.506 0.017 10.127 0.2 -0.1 -0.1 0.306
H 0.281 -1.197 9.688 0.2 0.1 0.3 0.407
H 1.312 -1.771 7.811 0.0 0.1 -0.2 0.305
H 2.189 -0.359 7.667 -0.1 -0.1 -0.1 0.282
H 1.083 -0.025 5.777 -0.1 0.1 0.1 0.213
H 0.671 1.683 5.849 -0.1 -0.1 0.1 0.387
H -0.548 1.118 3.461 0.0 -0.2 0.0 0.476
H 1.131 1.558 3.647 -0.1 0.0 -0.1 0.305
H 1.672 -0.251 2.503 0.2 -0.2 0.3 -0.087
H 1.284 -1.255 3.956 0.1 0.2 0.0 0.386
H -0.365 -2.620 2.423 0.4 0.4 0.3 0.079
C -4.582 -0.153 -1.350 0.0 -0.1 0.0 -0.849
S -2.821 -0.484 -1.166 0.1 -0.2 -0.1 0.528
O -2.697 -1.767 -0.416 -0.2 0.1 0.1 -0.640
C -2.506 0.852 -0.009 0.0 0.1 0.1 -0.913
H -5.003 -0.905 -2.016 0.1 0.0 0.0 0.483
H -5.074 -0.209 -0.381 0.0 0.1 0.0 0.116
H -4.724 0.837 -1.782 0.0 0.0 0.1 0.215
H -3.135 0.731 0.874 0.0 -0.1 0.0 0.411
H -2.711 1.805 -0.496 0.0 0.0 -0.1 0.447
H -1.457 0.807 0.279 0.0 -0.1 -0.1 0.106
C 5.016 0.447 -0.313 0.1 0.1 0.1 -1.073
S 3.301 -0.086 -0.415 0.0 -0.1 -0.2 0.614
O 2.576 0.526 0.733 0.2 0.1 0.0 -0.653
C 3.622 -1.801 0.005 0.0 -0.1 0.1 -0.958
H 5.050 1.517 -0.506 -0.1 0.0 0.0 0.290
H 5.407 0.241 0.685 -0.1 0.0 0.0 0.415
H 5.603 -0.077 -1.067 0.0 0.0 0.0 0.356
H 4.108 -1.859 0.980 0.0 0.1 0.0 0.352
H 4.252 -2.250 -0.762 -0.1 0.0 -0.1 0.272
H 2.669 -2.327 0.039 0.0 0.1 -0.1 0.314
C 5.609 -4.182 -3.510 0.1 0.0 0.1 -0.922
S 3.892 -4.713 -3.611 -0.1 0.0 -0.1 0.467
O 3.175 -4.102 -2.464 0.1 0.0 0.0 -0.527
C 4.205 -6.433 -3.187 0.1 -0.1 0.0 -0.937
H 5.644 -3.111 -3.703 -0.1 0.0 0.0 0.263
H 6.001 -4.387 -2.514 -0.1 0.0 0.0 0.297
H 6.197 -4.706 -4.264 0.0 0.0 0.0 0.406
H 4.689 -6.490 -2.212 0.0 0.1 0.0 0.285
H 4.837 -6.887 -3.952 0.0 0.0 0.0 0.366
H 3.249 -6.952 -3.152 0.0 0.1 0.0 0.313
C -8.473 2.689 1.935 -0.1 0.0 0.0 -0.994
S -7.080 1.595 1.620 0.1 0.0 0.1 0.551
O -6.854 1.582 0.149 -0.1 0.0 0.1 -0.586
C -7.937 0.071 2.042 -0.1 -0.1 0.0 -0.947
H -8.166 3.705 1.692 0.1 0.0 0.0 0.308
H -9.317 2.402 1.306 0.0 0.0 0.0 0.308
H -8.747 2.633 2.988 0.0 0.0 0.0 0.382
H -8.816 -0.046 1.406 0.0 0.0 0.0 0.314
H -8.229 0.098 3.092 0.0 0.0 0.0 0.369
H -7.253 -0.759 1.876 0.1 0.1 0.0 0.310
C -3.493 1.685 -4.695 -0.1 0.1 0.0 -0.869
S -1.810 1.052 -4.612 0.0 -0.2 -0.2 0.498
O -1.260 1.416 -3.277 0.0 0.3 -0.1 -0.471
C -1.122 2.212 -5.801 0.0 0.2 0.0 -0.877
H -4.101 1.122 -3.990 0.1 -0.1 0.0 0.188
H -3.504 2.742 -4.427 0.1 0.0 0.0 0.269
H -3.882 1.545 -5.704 0.0 0.0 0.0 0.410
H -1.294 3.233 -5.455 -0.1 0.0 0.1 0.399
H -1.588 2.054 -6.773 0.1 -0.1 0.0 0.404
H -0.056 2.023 -5.882 0.0 -0.1 -0.1 0.083
C 2.545 -1.482 -8.149 0.0 0.0 -0.1 -1.001
S 1.518 -0.810 -6.834 0.1 -0.1 0.2 0.588
O 0.488 0.052 -7.478 0.0 0.1 -0.1 -0.635
C 2.774 0.280 -6.150 -0.1 0.0 -0.1 -0.512
H 1.938 -2.169 -8.736 0.0 0.0 0.0 0.342
H 2.904 -0.674 -8.787 0.0 0.0 0.0 0.298
H 3.385 -2.022 -7.711 0.0 0.0 0.0 0.348
H 3.119 0.975 -6.917 0.0 0.0 0.0 0.365
H 3.608 -0.314 -5.776 0.0 0.0 0.1 0.442
H 2.330 0.836 -5.326 0.1 -0.1 0.0 -0.226
C 3.331 4.632 -2.826 0.0 0.1 -0.1 -1.105
S 3.277 2.839 -2.692 -0.2 0.1 0.2 0.714
O 4.040 2.287 -3.847 0.0 0.0 -0.1 -0.641
C 1.528 2.667 -3.071 0.1 0.0 0.0 -1.167
H 4.357 4.954 -2.659 0.0 -0.1 0.0 0.357
H 3.010 4.937 -3.823 0.0 -0.1 0.0 0.323
H 2.683 5.071 -2.068 0.0 0.0 0.0 0.357
H 1.321 3.100 -4.051 0.1 0.0 0.0 0.355
H 0.939 3.167 -2.303 0.0 -0.1 0.0 0.562
H 1.283 1.606 -3.077 0.0 0.1 0.1 0.252
```
Positions in Å, forces in eV/Å.

Computed properties:
HOMO level = -0.2820 Ha
net charge = 0
frontier orbital gap = 8.1 eV
M = 752.3 g mol⁻¹



DFT (ωB97M-V with the def2-TZVPD basis set) results for a molecular structure, C22H58O23S4.

```
107
Properties=species:S:1:pos:R:3:forces:R:3:mulliken_charge:R:1
C -5.301 -1.889 -0.734 -0.7 -0.2 -1.5 -1.190
C -4.382 -2.969 -1.336 0.1 0.5 0.4 -0.131
O -3.062 -2.406 -1.526 -0.1 1.3 -0.5 -0.263
H -4.853 -1.331 0.081 0.2 -0.1 0.1 0.153
H -6.356 -2.159 -0.474 1.1 -0.3 -0.1 0.375
H -5.396 -1.266 -1.633 -0.2 0.7 0.6 0.333
H -4.759 -3.312 -2.320 0.1 0.1 0.6 0.245
H -4.218 -3.813 -0.671 0.0 -0.2 -0.1 0.385
H -3.046 -1.440 -1.802 -0.6 -1.5 0.2 0.005
C 4.218 -1.840 1.377 -0.5 -1.2 -1.1 -0.514
C 4.500 -2.673 0.060 -1.4 0.2 1.6 -0.445
O 3.373 -2.508 -0.830 1.0 -0.3 -0.3 -0.550
H 4.991 -1.946 2.090 1.0 -0.6 0.9 0.580
H 3.263 -2.120 1.860 0.4 0.2 -0.4 0.045
H 4.251 -0.787 1.160 -0.5 0.4 -0.4 -0.143
H 4.736 -3.754 0.244 -0.4 0.9 0.0 0.344
H 5.374 -2.224 -0.376 0.2 0.1 -0.7 0.341
H 2.570 -2.991 -0.547 0.3 0.5 0.4 0.224
C 2.438 0.253 -4.740 1.2 -1.6 -0.4 -1.242
C 2.371 -0.889 -3.724 1.6 0.5 -0.9 -0.119
O 2.828 -0.322 -2.500 0.1 -2.4 1.0 -0.391
H 2.084 -0.199 -5.660 -0.3 0.5 -0.5 0.446
H 3.489 0.564 -4.918 -0.6 -0.2 0.3 0.328
H 1.884 1.113 -4.443 -0.6 0.5 0.1 0.195
H 3.055 -1.722 -4.023 -0.2 0.7 0.1 0.472
H 1.399 -1.357 -3.724 -0.7 0.2 0.6 0.147
H 3.191 -1.097 -1.957 -0.8 1.2 -0.3 0.160
C -1.743 -5.532 -2.116 -0.8 1.0 -0.6 -1.275
C -0.877 -4.937 -1.071 2.1 -1.2 1.6 0.135
O -1.441 -3.905 -0.277 0.4 -0.7 0.5 -0.193
H -1.229 -6.312 -2.663 0.2 0.0 -0.2 0.404
H -1.967 -4.665 -2.762 -0.3 -0.7 -0.3 0.237
H -2.667 -5.946 -1.733 -0.2 0.0 0.2 0.277
H 0.025 -4.524 -1.596 -0.4 -0.5 0.5 0.135
H -0.538 -5.761 -0.319 -0.4 1.5 -1.2 0.217
H -1.911 -3.245 -0.821 -0.4 0.2 -0.3 0.264
C 0.331 6.199 -1.745 -2.4 -0.2 -1.0 -1.219
C 1.557 5.325 -1.545 -1.7 0.7 0.6 -0.135
O 1.202 3.972 -1.516 -2.6 0.5 -1.2 -0.173
H -0.531 5.992 -1.054 0.9 -0.2 -0.5 0.202
H -0.093 6.097 -2.801 0.6 -0.1 1.2 0.265
H 0.494 7.270 -1.646 0.6 0.0 0.1 0.408
H 1.898 5.524 -0.557 1.2 0.8 0.6 0.280
H 2.179 5.622 -2.358 1.3 -0.3 -0.3 0.316
H 1.920 3.416 -1.344 2.3 -1.3 0.1 0.084
C 5.081 2.447 0.302 -1.2 0.3 0.7 -1.505
C 4.143 1.477 -0.386 -0.1 0.3 -0.1 0.789
O 3.591 1.970 -1.632 1.4 2.7 2.5 -0.623
H 5.522 1.972 1.206 -0.1 0.3 -0.7 0.292
H 4.527 3.350 0.668 0.6 -0.5 -0.5 0.259
H 5.802 2.698 -0.453 0.7 0.5 0.1 0.456
H 3.309 1.209 0.251 -0.1 -0.3 0.4 -0.601
H 4.734 0.588 -0.597 -0.1 -0.3 -0.1 0.544
H 3.374 1.161 -2.019 -1.1 -2.2 -2.0 0.617
C -0.538 -0.783 1.006 0.9 0.4 0.7 0.103
C 0.530 -1.252 0.030 -0.9 0.3 -1.3 1.446
O 0.880 -2.611 0.234 -1.4 -1.0 0.2 -0.739
H -0.151 -1.023 2.030 -0.4 0.7 -0.7 -0.525
H -1.494 -1.225 0.918 -1.0 -1.0 -0.3 0.782
H -0.750 0.286 0.884 0.4 0.0 0.3 -0.456
H 1.408 -0.642 0.281 0.0 -0.2 -0.8 -0.690
H 0.169 -1.144 -1.078 0.8 0.2 1.8 -0.143
H -0.005 -3.128 0.153 1.3 0.7 0.0 0.269
C -0.279 1.415 -2.376 -1.0 -1.1 2.2 1.652
C -1.207 2.577 -2.764 -1.3 0.6 0.0 0.345
O -1.904 2.030 -3.953 0.3 2.1 0.6 -0.455
S -2.097 0.528 -3.775 -1.4 -0.8 1.8 1.181
O -2.081 -0.043 -5.031 -0.2 -1.5 -2.7 -0.620
O -3.176 0.206 -2.873 0.3 0.4 -0.1 -0.651
O -0.775 0.223 -3.038 1.0 0.1 -0.2 -0.351
H -0.505 1.141 -1.322 0.6 0.8 -0.3 -0.956
H 0.774 1.391 -2.517 0.8 0.7 -0.4 -0.381
H -0.805 3.580 -3.068 -0.1 -1.4 0.4 -0.097
H -1.995 2.703 -1.946 1.1 0.0 -1.1 0.091
C -0.492 -2.621 4.581 -1.7 0.4 -0.4 -0.192
C -0.856 -3.298 3.278 -1.1 -1.1 1.5 -0.069
O -2.171 -2.688 2.995 1.9 -0.3 -0.7 -0.201
S -2.950 -2.862 4.331 0.0 0.8 -0.7 1.280
O -3.453 -4.146 4.324 -1.1 -3.5 0.7 -0.603
O -3.836 -1.803 4.488 -1.7 2.4 0.2 -0.653
O -1.785 -2.678 5.320 1.8 0.2 0.4 -0.383
H -0.191 -1.581 4.492 0.0 0.0 0.1 0.105
H 0.131 -3.226 5.151 1.5 -0.7 1.0 0.398
H -0.919 -4.412 3.518 -0.4 1.3 -0.7 0.264
H -0.202 -3.146 2.477 0.8 0.4 -1.3 0.039
C 1.156 2.865 1.281 0.7 0.2 0.9 0.934
C 0.716 3.754 2.501 -0.7 1.2 -2.0 0.153
O 1.428 3.183 3.547 1.1 1.5 1.0 -0.402
S 1.567 1.647 3.426 -0.7 0.5 0.3 1.295
O 0.389 1.196 4.105 0.7 -1.5 -0.1 -0.548
O 2.907 1.321 3.756 -0.4 -0.8 0.3 -0.640
O 1.369 1.546 1.871 -0.1 -0.1 0.0 -0.251
H 2.125 3.144 0.844 -0.3 0.2 0.2 -0.443
H 0.425 2.719 0.526 -0.6 0.2 -0.5 -0.418
H -0.398 3.694 2.646 1.1 0.0 0.0 0.004
H 1.053 4.846 2.426 -0.6 -1.6 -0.1 0.314
C -3.882 0.949 2.776 -1.2 3.6 0.0 0.072
C -3.222 2.047 3.695 2.0 -0.7 -1.7 -0.368
O -2.848 3.230 2.862 -1.1 -1.6 -1.2 -0.419
S -3.131 2.848 1.299 -1.0 -1.2 1.2 0.951
O -1.932 3.005 0.577 1.0 0.5 -0.7 -0.250
O -4.345 3.429 0.840 0.3 0.1 0.3 -0.620
O -3.334 1.243 1.448 -0.3 0.8 1.1 -0.126
H -5.019 1.080 2.833 1.6 -0.5 -0.5 0.277
H -3.546 0.023 3.106 0.3 -1.8 0.2 -0.090
H -2.246 1.693 4.068 -0.5 0.0 0.0 0.109
H -3.838 2.387 4.463 -1.0 0.5 1.2 0.427
```
Positions in Å, forces in eV/Å.

Computed properties:
HOMO level = -0.3749 Ha
net charge = 0
frontier orbital gap = 10.6 eV
M = 819.0 g mol⁻¹



Calculated values (a.u.) of total energy for the records, taken in order: -5029.11200; -4196.10442.